Entry 1:
C2H2Cl3O2S | the ωB97M-V functional and the def2-TZVPD basis

Last column: natural (NBO) charge in e.
Cartesian coordinates (Å):
1 Cl 1.56 -1.77 2.69  0.000
2 Cl -1.55 -1.11 -0.79  -0.017
3 Cl 0.06 -3.57 1.15  -0.067
4 S 2.69 -2.53 -0.02  1.544
5 O 2.21 -2.34 -1.40  -1.009
6 O 3.50 -1.33 0.29  -1.024
7 C 1.16 -2.22 1.13  -0.429
8 C -0.62 0.00 0.21  -0.360
9 H 0.42 0.15 0.08  0.199
10 H -0.85 0.19 1.21  0.163

Results
Total charge = -1
Energy above the lowest of the compared OMol25 structures with the same formula, charge and spin = 383.7 kJ/mol
Gap between HOMO and LUMO (alpha / beta) = 7.3 / 6.9 eV
E = -54601.575 eV

Entry 2:
C2H2ClF2I | the ωB97M-V functional and the def2-TZVPD basis

Last column: natural (NBO) charge in e.
Cartesian coordinates (Å):
1 I -1.31 2.01 -0.63  0.137
2 Cl 2.12 1.75 -1.21  -0.016
3 F 0.60 0.28 -2.68  -0.307
4 F 1.93 -0.82 -1.36  -0.343
5 C 1.13 0.33 -1.47  0.654
6 C -0.07 0.39 -0.18  -0.597
7 H -0.74 -0.53 -0.17  0.245
8 H 0.36 0.56 0.76  0.228

Results
Energy above the lowest of the compared OMol25 structures with the same formula, charge and spin = 30.9 kJ/mol
SMILES = FC(F)(Cl)CI
Gap between HOMO and LUMO = 10.1 eV
E = -28163.865 eV

Entry 3:
C2H2ClI | the ωB97M-V functional and the def2-TZVPD basis

Last column: natural (NBO) charge in e.
Cartesian coordinates (Å):
1 I -1.31 -0.22 -3.39  -0.088
2 Cl 1.11 2.34 2.00  0.123
3 C 0.98 0.69 1.99  -0.120
4 C 0.82 -0.48 2.10  -0.259
5 H 0.68 -1.51 1.71  0.256
6 H -2.28 -0.81 -4.42  0.088

Results
Energy above the lowest of the compared OMol25 structures with the same formula, charge and spin = 153.4 kJ/mol
SMILES = C#CCl.I
Gap between HOMO and LUMO = 10.8 eV
E = -22726.660 eV

Calculated strongest force on any atom (eV/Å), listed in the same order as above: 1.947; 4.239; 3.248